Entry 1:
17
Properties=species:S:1:pos:R:3:forces:R:3 method="wB97M-V/def2-TZVPD" homo_ev=-9.4 e_above_lowest_kj_mol=178.9 smiles="[H]/N=C(/C=C)N(C)C(=O)O" multiplicity=1 e_lumo_ev=0.695
H 0.956 2.218 0.870 0.46 -0.32 -0.39
N 0.919 1.314 1.338 -1.54 -0.54 0.52
C 0.228 0.433 0.713 1.66 -1.08 0.79
C -0.141 -0.914 1.331 1.37 0.93 1.42
C 0.726 -1.546 2.133 -0.60 0.33 -0.50
N -0.121 0.519 -0.617 -1.48 -0.70 -0.77
C -0.554 1.787 -1.176 -0.31 0.19 -0.76
C -0.418 -0.630 -1.373 0.23 0.23 -2.25
O -1.172 -0.662 -2.339 0.37 0.61 1.44
O 0.417 -1.678 -1.176 -0.27 0.18 0.34
H -1.170 -1.240 1.245 0.00 0.01 -0.21
H 1.754 -1.209 2.220 -0.19 0.08 0.07
H 0.431 -2.413 2.713 0.03 -0.05 -0.19
H -1.572 1.694 -1.568 0.21 -0.04 0.00
H -0.569 2.586 -0.430 0.20 -0.34 -0.02
H 0.113 2.047 -2.003 -0.17 0.23 0.12
H 0.174 -2.309 -1.881 0.03 0.27 0.40

---

Entry 2:
8
Properties=species:S:1:pos:R:3:forces:R:3 method="wB97M-V/def2-TZVPD" homo_ev="-16.6 / -16.6" e_above_lowest_kj_mol=9.5 total_charge=+1 multiplicity=2 e_lumo_ev="-6.130 / -10.634"
O 0.401 1.872 0.937 -0.02 0.18 -0.42
C 0.834 0.758 1.256 0.58 -0.31 0.62
O 0.216 -0.349 1.231 0.45 -0.38 -0.58
H 1.881 0.740 1.646 -0.35 0.37 0.15
H -0.294 -0.511 0.402 -0.71 0.31 -0.31
H -0.752 -0.584 -2.523 0.09 0.17 0.18
H -1.300 -1.405 -1.363 -0.23 0.01 -0.31
O -0.985 -0.520 -1.586 0.19 -0.34 0.67

---

Entry 3:
21
Properties=species:S:1:pos:R:3:forces:R:3 method="wB97M-V/def2-TZVPD" homo_ev=-9.9 e_above_lowest_kj_mol=0.0 smiles="NC(=O)C(=O)O.COC(=O)NN" multiplicity=1 e_lumo_ev=0.496
N -3.131 -0.213 1.488 -0.15 -0.11 -0.96
C -2.897 0.113 0.177 0.70 1.18 -0.09
O -3.157 1.183 -0.348 -0.36 -1.22 0.85
C -2.034 -0.842 -0.696 1.65 -0.28 -2.86
O -1.653 -0.501 -1.810 -1.31 -0.16 2.24
O -1.637 -2.067 -0.245 -0.91 0.79 0.93
H -3.872 0.285 1.972 0.42 -0.11 -0.10
H -2.826 -1.110 1.826 -0.18 -0.04 0.02
H -1.097 -2.420 -0.968 0.08 0.03 -0.05
C 0.616 2.115 -0.452 -0.93 0.40 -0.60
O 1.109 0.899 0.067 0.88 0.18 1.68
C 1.579 -0.107 -0.638 -0.50 -0.10 -1.79
O 1.221 -0.340 -1.792 1.03 -0.15 1.55
N 2.428 -0.929 0.107 0.75 -0.21 -0.53
N 3.345 -0.390 1.079 -0.61 -0.58 -0.10
H 0.464 2.055 -1.550 0.06 0.07 0.74
H 1.250 2.976 -0.162 0.12 -0.71 -0.26
H -0.336 2.269 0.076 0.09 0.02 -0.53
H 2.852 -1.658 -0.475 -0.50 0.50 0.09
H 4.229 -0.143 0.640 -0.15 0.03 -0.21
H 3.549 -1.174 1.702 -0.18 0.45 -0.02

---

Entry 4:
157
Properties=species:S:1:pos:R:3:forces:R:3 method="wB97M-V/def2-TZVPD" homo_ev=-10.7 total_charge=+1 multiplicity=1 e_lumo_ev=-5.169
C 19.600 -12.338 -13.056 0.32 -0.70 -0.82
C 19.635 -12.700 -11.554 -2.23 -0.02 0.69
C 18.419 -13.710 -11.229 1.27 -1.74 -0.10
C 18.725 -15.201 -11.635 2.30 0.52 0.09
C 20.040 -15.657 -10.874 -0.56 1.27 0.21
C 21.350 -14.841 -11.267 0.87 -0.34 0.98
N 20.981 -13.324 -11.225 5.21 6.41 -1.28
O 21.983 -12.314 -11.179 -6.21 -7.25 0.02
C 21.949 -15.237 -12.693 -1.57 0.39 0.19
C 22.456 -15.027 -10.159 -0.44 -0.11 0.54
C 19.392 -11.362 -10.807 -0.76 0.32 0.51
H 19.616 -13.245 -13.660 0.38 -0.04 -0.17
H 20.367 -11.634 -13.379 0.31 -0.38 0.40
H 18.672 -11.852 -13.358 -0.32 0.02 0.79
H 17.473 -13.411 -11.681 0.31 0.47 -0.31
H 18.241 -13.806 -10.158 0.25 0.66 0.17
H 19.011 -15.293 -12.683 -0.56 0.11 -0.42
H 17.912 -15.898 -11.433 -0.05 0.25 0.12
H 20.225 -16.730 -10.852 0.28 0.01 -0.82
H 19.853 -15.503 -9.811 0.24 0.46 -0.02
H 22.276 -16.276 -12.678 0.25 0.10 0.57
H 22.722 -14.603 -13.127 0.02 0.14 0.53
H 21.115 -15.278 -13.394 0.01 0.24 -0.17
H 23.346 -14.399 -10.205 -0.20 0.15 -0.67
H 22.802 -16.059 -10.086 -0.16 -0.17 -0.72
H 22.048 -14.879 -9.159 -0.44 0.35 -0.10
H 19.373 -10.453 -11.408 1.46 -0.18 -0.31
H 19.935 -11.258 -9.868 0.24 0.03 -0.34
H 18.339 -11.247 -10.552 -0.41 -1.09 0.34
C 21.714 -19.655 -11.478 1.11 1.74 -0.13
C 21.468 -19.610 -10.008 0.43 -1.70 1.43
O 22.021 -20.836 -9.516 0.58 -0.78 -0.41
O 23.084 -19.441 -11.938 -0.96 0.08 0.04
H 21.228 -18.735 -11.802 -0.29 -0.20 -0.62
H 21.262 -20.546 -11.915 0.19 -0.10 0.09
H 20.392 -19.635 -9.833 0.05 0.25 -0.17
H 21.907 -18.792 -9.437 -0.06 0.40 -0.54
H 21.970 -21.027 -8.576 -0.32 0.63 0.05
H 23.769 -19.910 -11.455 -0.35 -0.39 0.36
C 15.785 -13.025 -6.846 -1.91 1.42 0.05
C 15.260 -13.340 -8.223 1.81 -1.67 -0.67
O 14.774 -14.690 -8.273 -0.28 0.83 -0.10
O 16.608 -14.060 -6.313 -0.26 0.74 -0.59
H 14.903 -12.820 -6.239 0.00 -0.42 0.66
H 16.234 -12.038 -6.958 0.75 -0.09 0.25
H 16.174 -13.306 -8.815 0.19 -0.04 -0.68
H 14.596 -12.639 -8.730 -0.36 -0.05 0.79
H 15.454 -15.160 -7.784 -0.11 -0.45 0.14
H 16.724 -13.823 -5.390 0.13 -0.27 0.13
O 18.613 -19.119 -11.740 -0.15 0.35 -0.05
C 18.530 -18.897 -12.952 -2.06 -0.41 2.56
N 19.380 -19.430 -13.771 2.86 -0.89 -2.09
C 17.405 -18.174 -13.576 -0.39 1.54 0.08
H 19.642 -18.932 -14.609 -0.29 0.01 -0.22
H 20.176 -19.854 -13.316 -0.09 -0.08 -0.10
H 17.879 -17.265 -13.944 -0.13 0.19 -0.69
H 16.688 -17.778 -12.858 0.00 -0.51 0.14
H 16.905 -18.720 -14.377 0.21 0.04 0.06
O 15.553 -8.908 -8.024 -1.18 -0.09 -0.08
C 16.540 -8.710 -7.352 0.87 0.62 -0.59
N 16.693 -7.636 -6.567 -0.67 0.73 0.81
C 17.722 -9.564 -7.543 1.28 -0.66 0.40
H 17.455 -7.495 -5.920 -0.16 -0.22 -0.28
H 15.848 -7.100 -6.431 0.17 0.17 0.13
H 18.666 -9.192 -7.146 -0.06 0.48 0.00
H 17.838 -9.693 -8.619 -0.02 -0.57 0.17
H 17.572 -10.476 -6.965 -0.14 -0.36 -0.59
O 20.610 -16.637 -15.390 0.05 -0.50 0.41
C 19.994 -16.330 -16.404 0.14 -2.33 0.54
N 20.053 -15.101 -16.875 -0.66 0.82 -1.00
C 19.203 -17.403 -17.197 -0.39 1.50 -0.27
H 19.383 -14.822 -17.577 0.36 0.45 0.07
H 20.601 -14.425 -16.362 -0.24 0.24 0.00
H 19.561 -18.427 -17.089 0.26 0.36 0.04
H 19.161 -17.072 -18.234 0.38 -0.45 -0.26
H 18.143 -17.377 -16.944 -0.05 -0.05 0.54
O 19.959 -13.684 -8.254 -0.69 0.29 -1.35
C 20.297 -13.698 -7.096 -0.56 5.32 1.03
N 20.629 -14.766 -6.474 0.59 -2.77 0.95
C 20.257 -12.400 -6.174 1.32 -0.75 -1.48
H 21.286 -14.762 -5.706 -0.50 -0.45 -0.12
H 20.368 -15.521 -7.092 0.99 -1.47 0.38
H 19.411 -11.787 -6.485 -0.30 -0.36 0.72
H 21.110 -11.755 -6.385 0.28 -0.05 -0.51
H 20.456 -12.672 -5.138 -1.04 0.16 0.15
O 16.679 -9.385 -12.372 3.30 2.57 -0.90
C 15.722 -9.947 -11.993 -3.44 -3.37 0.89
N 15.079 -9.867 -10.838 -0.39 1.18 2.06
C 15.138 -11.109 -12.753 0.94 0.39 -0.47
H 15.380 -9.268 -10.081 -0.15 0.12 0.11
H 14.244 -10.418 -10.703 0.38 0.30 0.08
H 14.570 -11.826 -12.160 -0.11 0.24 -0.25
H 16.111 -11.545 -12.977 -0.56 -0.73 -1.09
H 14.588 -10.648 -13.573 0.12 -0.73 -0.43
O 15.539 -14.098 -13.275 0.21 0.45 1.25
C 15.489 -14.397 -14.444 -0.63 0.00 1.45
N 14.639 -15.416 -14.815 1.57 1.17 -1.81
C 16.434 -13.725 -15.402 0.12 -1.71 -1.60
H 14.708 -15.580 -15.809 -0.92 -0.72 0.25
H 14.002 -15.858 -14.168 0.25 0.19 -0.26
H 16.948 -12.806 -15.121 -0.61 -0.21 0.33
H 16.094 -13.714 -16.437 -0.56 0.71 0.00
H 17.184 -14.499 -15.567 0.72 -0.04 0.41
O 21.591 -9.246 -10.608 0.73 1.65 2.10
C 21.892 -8.543 -9.586 -3.80 -1.48 -4.71
N 22.912 -8.886 -8.888 2.91 -1.25 2.05
C 20.984 -7.445 -9.197 -0.30 0.44 0.92
H 23.286 -9.765 -9.215 0.50 0.11 0.16
H 23.290 -8.470 -8.048 -0.34 0.15 -0.30
H 19.986 -7.842 -9.013 0.01 -0.28 -0.29
H 20.878 -6.712 -9.997 0.24 0.09 0.26
H 21.281 -7.047 -8.226 0.13 0.66 -0.20
O 20.035 -17.342 -8.390 0.95 0.69 0.09
C 18.843 -17.605 -8.273 2.10 2.36 3.43
N 18.250 -18.410 -9.050 -2.89 -2.11 -1.66
C 18.051 -16.983 -7.121 -0.33 -1.02 -0.16
H 17.287 -18.597 -8.810 0.08 -0.32 -0.71
H 18.670 -18.721 -9.914 -0.35 -0.16 -0.24
H 18.691 -16.791 -6.260 0.10 0.61 -0.44
H 17.332 -17.690 -6.708 -0.30 -0.15 -0.27
H 17.483 -16.141 -7.515 0.32 0.30 0.40
O 25.930 -12.632 -7.893 1.67 0.22 -1.77
C 25.045 -12.656 -7.097 0.46 1.98 -0.85
N 24.327 -13.740 -6.868 -1.53 -0.51 1.17
C 24.644 -11.421 -6.339 0.00 0.14 1.44
H 24.442 -14.544 -7.469 0.14 -0.16 0.71
H 24.001 -13.676 -5.914 -0.64 -1.40 -0.35
H 24.048 -11.754 -5.489 -0.19 0.43 0.25
H 24.078 -10.648 -6.858 -0.08 -0.51 -0.48
H 25.521 -10.909 -5.943 0.12 -0.20 -0.08
O 22.188 -12.454 -15.587 1.27 -0.42 -0.25
C 23.038 -12.617 -16.481 -0.76 0.51 1.19
N 22.635 -12.878 -17.719 0.10 -0.14 -1.72
C 24.520 -12.632 -16.280 1.30 -0.85 -0.09
H 23.295 -12.916 -18.482 -0.04 0.00 0.22
H 21.666 -12.810 -17.995 -0.09 0.05 0.38
H 24.970 -12.219 -15.377 -0.75 0.14 0.04
H 25.150 -12.329 -17.117 -0.55 0.79 -0.30
H 24.826 -13.678 -16.307 -0.27 -0.43 0.56
O 25.201 -16.586 -14.434 0.33 0.46 0.93
C 24.253 -17.056 -15.040 3.01 1.03 0.49
N 23.458 -17.963 -14.519 -2.38 -0.98 -1.91
C 24.144 -16.615 -16.473 0.45 0.95 -0.81
H 22.798 -18.205 -15.245 -0.60 -0.61 0.74
H 23.374 -18.387 -13.606 0.59 0.21 0.25
H 24.459 -17.317 -17.245 -1.06 -0.69 0.11
H 24.966 -15.918 -16.637 0.05 0.24 0.61
H 23.265 -16.003 -16.673 -0.44 -0.63 -0.31
O 18.975 -11.965 -17.208 0.02 -1.71 -1.46
C 19.007 -11.021 -16.446 -0.73 -1.10 -0.12
N 20.075 -10.789 -15.729 0.51 1.54 0.69
C 17.780 -10.287 -16.146 0.51 1.58 -0.46
H 20.801 -11.485 -15.813 0.84 0.37 0.23
H 20.139 -9.848 -15.367 0.67 -0.42 0.43
H 17.645 -10.367 -15.068 -1.13 -0.40 -0.15
H 17.100 -10.594 -16.942 -0.74 0.05 0.94
H 17.999 -9.226 -16.260 -0.21 0.30 -0.18

---

| no. | total energy (a.u.) |
| --- | --- |
| 1 | -455.29035 |
| 2 | -265.82671 |
| 3 | -698.27779 |
| 4 | -3454.46794 |